# 1
Computed, not measured: 8 unconnected molecules or ions with the total composition C14H18B2Br4N2O22 in a non-equilibrium geometry, with ωB97M-V/def2-TZVPD.

Its total energy is -344374.2439 eV. The charge is -2. For the energy above the lowest of the compared OMol25 structures with the same formula, charge and spin, the calculation gives 113.2 kJ/mol. The calculation puts the molar mass at 907.5 g/mol. The frontier orbital gap comes out at 6.11 eV. The LUMO energy is 3.262 eV.

Structure (XYZ):
```
62
C14H18B2Br4N2O22 ωB97M-V/def2-TZVPD
N -1.28 0.21 3.56
H -0.91 -0.14 2.67
H -2.24 -0.11 3.61
H -1.17 1.22 3.37
H -0.76 -0.06 4.38
N 0.97 -0.46 -0.41
H 0.54 -0.01 0.40
H 1.82 -0.94 -0.12
H 1.27 0.36 -0.99
H 0.35 -1.12 -0.86
O 3.41 -1.72 0.41
C 3.17 -1.44 1.57
O 2.51 -2.17 2.43
B 2.47 -1.44 3.73
O 3.10 -0.15 3.45
C 3.55 -0.09 2.20
O 4.10 0.80 1.63
O 3.06 -2.11 4.90
C 2.16 -2.36 5.81
O 2.32 -2.94 6.85
C 0.81 -1.84 5.30
O 1.04 -1.18 4.17
O -0.26 -1.97 5.82
O -1.73 -0.49 1.20
C -2.08 0.48 0.57
O -1.78 0.76 -0.67
B -2.38 2.08 -1.03
O -3.06 2.53 0.21
C -2.88 1.65 1.15
O -3.14 1.72 2.34
O -1.38 2.99 -1.55
C -1.69 3.29 -2.79
O -1.02 3.97 -3.53
C -2.97 2.61 -3.21
O -3.40 1.99 -2.10
O -3.56 2.72 -4.25
O 4.40 1.02 -2.80
C 3.45 1.89 -2.29
O 2.35 1.37 -1.93
O 3.69 3.10 -2.18
H 3.78 0.26 -2.76
O -0.67 2.72 2.89
C 0.17 2.30 1.82
O 0.67 3.24 1.20
O 0.31 1.07 1.60
H -0.49 3.64 2.58
Br -0.19 -0.38 -3.65
C 0.48 1.02 -4.94
C -0.10 0.68 -6.28
Br 0.82 -0.77 -7.24
H 1.56 1.09 -4.90
H 0.06 1.96 -4.58
H -0.10 1.55 -6.93
H -1.14 0.38 -6.18
Br -0.03 -3.49 -0.86
C -1.68 -4.53 -0.54
C -2.85 -3.64 -0.35
Br -4.45 -4.80 -0.38
H -1.41 -5.12 0.33
H -1.89 -5.19 -1.38
H -2.94 -2.85 -1.10
H -2.78 -3.14 0.61
```

natural (NBO) atomic charge list, values in e, 5 entries: number 1, N, carries -0.909; number 2, H, carries 0.489; number 3, H, carries 0.420; number 4, H, carries 0.470; number 5, H, carries 0.427

# 2
Computed, not measured: 2 unconnected molecules or ions with the total composition C14H18BrNO4P in a non-equilibrium geometry, with ωB97M-V/def2-TZVPD.

Its total energy is -103816.6243 eV. The charge is -1. The calculation puts the molar mass at 375.2 g/mol. The frontier orbital gap comes out at 2.36 eV. The LUMO energy is 0.630 eV.

Structure (XYZ):
```
39
C14H18BrNO4P ωB97M-V/def2-TZVPD
C -3.84 -0.88 -2.50
C -2.94 -1.45 -3.04
C -1.61 -1.83 -3.56
C -0.91 -2.92 -2.72
C -0.95 -2.69 -1.19
P 0.59 -2.05 -0.42
N 2.01 -2.60 -1.12
C 0.57 -0.23 -0.22
Br 2.30 0.41 0.35
C 0.00 0.52 -1.45
C 0.95 0.58 -2.64
H -4.61 -0.36 -1.99
H -0.99 -0.96 -3.75
H -1.79 -2.27 -4.55
H -1.28 -3.89 -3.02
H 0.15 -2.90 -3.03
H -1.13 -3.67 -0.73
H -1.78 -2.05 -0.85
H 0.60 -2.55 0.89
H 2.03 -3.61 -1.03
H 2.09 -2.36 -2.10
H -0.11 -0.03 0.62
H -0.22 1.53 -1.10
H -0.95 0.03 -1.71
H 0.47 1.21 -3.40
H 1.07 -0.41 -3.11
H 1.93 1.00 -2.40
C 1.05 1.73 3.44
C -0.21 1.67 4.01
C -0.62 2.95 4.77
O -1.74 3.09 5.27
C 0.35 4.01 4.89
C 1.62 4.06 4.32
C 1.99 2.82 3.48
O 3.03 2.71 2.83
O 2.46 4.98 4.42
O -1.01 0.71 3.96
H 1.41 0.87 2.88
H 0.01 4.85 5.49
```

natural (NBO) atomic charge list, values in e, 5 entries: number 1, C, carries -0.212; number 2, C, carries -0.033; number 3, C, carries -0.487; number 4, C, carries -0.384; number 5, C, carries -0.772

# 3
Computed, not measured: 2 unconnected molecules or ions with the total composition C14H18ClF2N2O4S2 in a non-equilibrium geometry, with ωB97M-V/def2-TZVPD.

Its total energy is -65597.6929 eV. The charge is +1. For the energy above the lowest of the compared OMol25 structures with the same formula, charge and spin, the calculation gives 0.0 kJ/mol. The calculation puts the molar mass at 415.9 g/mol. The frontier orbital gap comes out at 9.69 eV. The LUMO energy is -2.588 eV.

Structure (XYZ):
```
43
C14H18ClF2N2O4S2 ωB97M-V/def2-TZVPD
Cl 2.58 -5.75 2.13
C 1.54 -4.59 3.06
N 0.97 -3.57 2.15
C 2.07 -2.73 1.46
C 1.39 -1.70 0.60
N -0.09 -1.83 0.71
F -0.86 0.95 -0.92
C -0.50 -1.60 2.13
C 0.11 -2.66 3.02
C -0.49 -3.18 0.20
C 0.09 -4.25 1.07
H 0.72 -5.15 3.50
H 2.16 -4.10 3.81
H 2.67 -2.27 2.27
H 2.68 -3.43 0.87
H 1.66 -0.68 0.92
H 1.65 -1.86 -0.46
H -0.10 -0.60 2.40
H -1.61 -1.64 2.19
H -0.65 -3.29 3.49
H 0.79 -2.22 3.77
H -1.60 -3.22 0.20
H -0.06 -3.23 -0.81
H 0.77 -4.92 0.51
H -0.68 -4.83 1.60
F -2.60 0.54 -2.14
C -1.68 1.47 -1.81
S -2.34 3.06 -0.79
O -3.68 3.50 -1.08
O -1.93 2.94 0.60
C -1.29 4.24 -1.73
C -0.50 3.81 -2.79
C 0.40 4.71 -3.38
C 0.46 6.03 -2.96
C -0.33 6.46 -1.90
C -1.19 5.55 -1.26
S -0.46 2.05 -3.30
O 0.85 1.46 -3.11
O -1.02 2.08 -4.63
H 1.07 4.34 -4.16
H 1.12 6.74 -3.49
H -0.33 7.51 -1.57
H -1.76 5.86 -0.39
```

natural (NBO) atomic charge list, values in e, 5 entries: number 1, Cl, carries -0.008; number 2, C, carries -0.185; number 3, N, carries -0.223; number 4, C, carries -0.238; number 5, C, carries -0.269

# 4
Computed, not measured: 3 unconnected molecules or ions with the total composition C14H18F3N3O4PS in a non-equilibrium geometry, with ωB97M-V/def2-TZVPD.

Its total energy is -55736.2332 eV. The charge is +1. The calculation puts the molar mass at 412.3 g/mol. The frontier orbital gap comes out at 5.04 eV. The LUMO energy is -6.203 eV.

Structure (XYZ):
```
44
C14H18F3N3O4PS ωB97M-V/def2-TZVPD
C 0.21 -2.49 -1.81
S 1.38 -1.63 -2.83
O 0.94 -0.30 -3.03
O 1.64 -2.40 -3.99
N 2.94 -1.58 -2.00
C 3.07 -2.04 -0.74
N 3.54 -3.30 -0.48
N 2.78 -1.21 0.28
F 1.78 -1.69 1.10
P 2.50 0.56 0.15
O 3.48 0.95 -1.05
O 0.96 0.67 -0.30
H 0.55 -2.73 -0.81
H -0.64 -1.82 -1.72
H -0.09 -3.39 -2.33
H 3.63 -2.05 -2.58
H 4.53 -3.50 -0.48
H 2.91 -4.07 -0.32
H 3.32 1.87 -1.31
H 0.78 1.44 -0.85
F -2.54 -2.30 -2.73
C -3.58 -1.45 -2.48
C -4.10 -1.40 -1.21
C -5.15 -0.53 -0.95
C -5.66 0.26 -1.97
C -5.12 0.18 -3.25
C -4.06 -0.67 -3.51
H -3.70 -2.04 -0.43
H -5.58 -0.48 0.04
H -6.48 0.93 -1.78
H -5.51 0.80 -4.05
H -3.61 -0.74 -4.49
F 0.52 5.58 4.66
C 0.88 4.30 4.49
C 0.86 3.76 3.22
C 1.23 2.43 3.05
C 1.61 1.67 4.14
C 1.62 2.23 5.41
C 1.26 3.56 5.59
H 0.55 4.37 2.39
H 1.22 1.99 2.06
H 1.90 0.63 4.01
H 1.92 1.63 6.27
H 1.27 4.01 6.57
```

natural (NBO) atomic charge list, values in e, 5 entries: number 1, C, carries -0.891; number 2, S, carries 2.276; number 3, O, carries -0.882; number 4, O, carries -0.866; number 5, N, carries -0.777

# 5
Computed, not measured: a molecular structure, C14H18FO18Pb in a non-equilibrium geometry, with ωB97M-V/def2-TZVPD.

Its total energy is -59634.9770 eV. The charge is -1. For the energy above the lowest of the compared OMol25 structures with the same formula, charge and spin, the calculation gives 42.1 kJ/mol. The calculation puts the molar mass at 700.5 g/mol. The frontier orbital gap comes out at 6.99 eV. The LUMO energy is 2.024 eV.

Structure (XYZ):
```
52
C14H18FO18Pb ωB97M-V/def2-TZVPD
Pb -0.76 -1.44 -0.98
O 0.85 -3.16 0.54
C 1.32 -3.78 -0.59
O 1.87 -4.89 -0.46
O 0.99 -3.21 -1.65
H 1.17 -3.76 1.22
O -4.22 -3.71 0.00
C -3.16 -2.88 -0.23
O -3.33 -1.90 -1.00
O -2.06 -3.16 0.30
H -4.85 -3.30 -0.62
O -1.43 -0.43 -3.38
C -1.41 -1.66 -4.03
O -1.17 -2.62 -3.29
O -1.49 -1.61 -5.28
H -1.35 0.09 -4.20
C 0.56 1.53 5.35
C 0.79 0.29 4.54
C -0.07 -0.93 4.85
O -0.87 -1.11 3.67
C -0.44 -0.28 2.70
O -0.88 -0.27 1.60
O 0.55 0.52 3.14
H 0.97 2.43 4.89
H 0.98 1.42 6.36
H -0.50 1.78 5.48
H 1.85 0.05 4.65
H -0.71 -0.81 5.73
H 0.47 -1.87 4.92
C 5.64 0.96 -2.22
C 4.25 1.39 -2.67
C 3.81 0.87 -4.06
O 2.47 0.48 -3.85
C 2.26 0.26 -2.55
O 1.29 -0.25 -2.09
O 3.31 0.70 -1.82
H 6.32 1.10 -3.06
H 5.66 -0.07 -1.87
H 5.95 1.58 -1.38
H 4.10 2.47 -2.61
H 4.45 0.00 -4.26
H 3.91 1.57 -4.88
C -4.49 2.60 0.86
C -3.71 3.69 0.13
O -2.51 3.06 -0.16
C -2.75 1.71 -0.24
O -2.09 0.91 -0.78
O -3.94 1.41 0.36
F -3.54 4.76 0.97
H -5.57 2.73 0.79
H -4.27 2.69 1.93
H -4.25 4.03 -0.76
```

natural (NBO) atomic charge list, values in e, 5 entries: number 1, Pb, carries 1.527; number 2, O, carries -0.760; number 3, C, carries 0.943; number 4, O, carries -0.774; number 5, O, carries -0.778